*1*
Formula: C7H13N
Source: the OMol25 dataset
Level of theory: ωB97M-V with the def2-TZVPD basis set

As for the spin multiplicity: 1. The LUMO energy is 0.937 eV. The HOMO energy is -7.909 eV. The orbital gap is 8.846 eV.

Cartesian coordinates (Å):
H1 1.026 -1.740 -1.751
N1 0.469 -1.129 -1.156
C1 1.069 -0.190 -0.553
C2 2.522 0.161 -0.617
C3 0.173 0.445 0.481
C4 -0.201 1.889 0.149
C5 -0.979 -0.616 0.488
C6 -0.982 -1.584 1.410
C7 -2.189 -0.316 -0.344
H2 3.021 -0.141 0.305
H3 3.010 -0.332 -1.457
H4 2.638 1.240 -0.710
H5 0.677 0.405 1.450
H6 -0.974 2.235 0.833
H7 -0.580 1.973 -0.867
H8 0.667 2.544 0.243
H9 -1.379 -2.584 1.379
H10 -0.517 -1.538 2.383
H11 -2.765 0.493 0.098
H12 -2.828 -1.192 -0.417
H13 -1.877 -0.025 -1.348

From a Löwdin analysis of the wavefunction, the atomic charges in e read: number 1, H, carries 0.08; number 2, N, carries 0.16; number 3, C, carries -0.39; number 4, C, carries -0.02; number 5, C, carries -0.28; number 6, C, carries -0.06; number 7, C, carries -0.37; number 8, C, carries 0.01; number 9, C, carries -0.07; number 10, H, carries 0.09; number 11, H, carries 0.08; number 12, H, carries 0.08; number 13, H, carries 0.14; number 14, H, carries 0.08; number 15, H, carries 0.08; number 16, H, carries 0.07; number 17, H, carries 0.05; number 18, H, carries 0.04; number 19, H, carries 0.08; number 20, H, carries 0.08; number 21, H, carries 0.07

*2*
Formula: C7H13N
Source: the OMol25 dataset
Level of theory: ωB97M-V with the def2-TZVPD basis set

As for the spin multiplicity: 1. The LUMO energy is 1.189 eV. The HOMO energy is -8.606 eV. The orbital gap is 9.795 eV.

Cartesian coordinates (Å):
C1 -2.170 -3.693 -0.347
C2 -1.081 -2.689 -0.149
C3 -1.247 -1.404 0.200
C4 -0.016 -0.613 0.492
C5 0.315 0.534 -0.095
C6 1.583 1.238 0.246
C7 1.707 2.658 -0.380
N1 0.637 3.534 0.128
H1 -3.094 -3.080 -0.698
H2 -2.582 -4.028 0.611
H3 -1.875 -4.500 -0.998
H4 -0.067 -3.070 -0.263
H5 -2.158 -0.823 0.126
H6 0.492 -0.869 1.447
H7 -0.315 1.020 -0.848
H8 2.494 0.719 -0.193
H9 1.785 1.422 1.309
H10 1.577 2.576 -1.467
H11 2.664 3.136 -0.160
H12 0.516 3.432 1.126
H13 0.836 4.500 -0.086

From a Löwdin analysis of the wavefunction, the atomic charges in e read: number 1, C, carries -0.12; number 2, C, carries -0.19; number 3, C, carries -0.12; number 4, C, carries -0.14; number 5, C, carries -0.13; number 6, C, carries -0.22; number 7, C, carries -0.30; number 8, N, carries -0.02; number 9, H, carries 0.10; number 10, H, carries 0.07; number 11, H, carries 0.06; number 12, H, carries 0.10; number 13, H, carries 0.11; number 14, H, carries 0.12; number 15, H, carries 0.12; number 16, H, carries 0.13; number 17, H, carries 0.11; number 18, H, carries 0.10; number 19, H, carries 0.10; number 20, H, carries 0.06; number 21, H, carries 0.06

*3*
Formula: C7H13N
Source: the OMol25 dataset
Level of theory: ωB97M-V with the def2-TZVPD basis set

As for the spin multiplicity: 1. The LUMO energy is 1.173 eV. The HOMO energy is -7.619 eV. The orbital gap is 8.792 eV.

Cartesian coordinates (Å):
C1 -0.675 3.524 -0.439
C2 0.266 2.574 0.115
C3 0.072 1.314 0.297
C4 0.905 0.497 1.176
N1 0.625 -0.902 1.281
C5 0.519 -1.612 0.079
C6 -0.362 -2.626 0.032
C7 -0.546 -3.376 -1.263
H1 -1.759 3.216 -0.180
H2 -0.722 3.528 -1.540
H3 -0.477 4.581 -0.187
H4 1.334 2.963 0.326
H5 -0.790 0.942 -0.235
H6 1.099 1.162 2.103
H7 1.953 0.568 0.735
H8 0.073 -1.161 2.147
H9 1.252 -1.482 -0.672
H10 -1.161 -2.686 0.780
H11 0.200 -3.106 -2.012
H12 -1.605 -3.445 -1.611
H13 -0.203 -4.471 -0.931

From a Löwdin analysis of the wavefunction, the atomic charges in e read: number 1, C, carries -0.14; number 2, C, carries -0.24; number 3, C, carries -0.17; number 4, C, carries -0.27; number 5, N, carries -0.07; number 6, C, carries -0.18; number 7, C, carries -0.18; number 8, C, carries -0.14; number 9, H, carries 0.11; number 10, H, carries 0.07; number 11, H, carries 0.07; number 12, H, carries 0.14; number 13, H, carries 0.12; number 14, H, carries 0.15; number 15, H, carries 0.13; number 16, H, carries 0.15; number 17, H, carries 0.11; number 18, H, carries 0.10; number 19, H, carries 0.06; number 20, H, carries 0.07; number 21, H, carries 0.10

*4*
Formula: C7H13N
Source: the OMol25 dataset
Level of theory: ωB97M-V with the def2-TZVPD basis set

As for the spin multiplicity: 1. The LUMO energy is 1.022 eV. The HOMO energy is -8.808 eV. The orbital gap is 9.830 eV.

Cartesian coordinates (Å):
C1 -0.764 -0.803 -1.579
C2 -0.362 0.711 -1.780
C3 -0.166 0.961 -0.270
C4 0.704 1.522 1.025
C5 1.057 0.111 1.499
C6 -0.238 -0.725 1.142
C7 0.047 -1.470 -0.291
N1 -1.263 0.209 0.536
H1 -1.953 -0.766 -1.171
H2 -0.845 -1.626 -2.530
H3 0.484 1.028 -2.464
H4 -1.277 1.127 -2.119
H5 0.805 0.350 -0.533
H6 1.478 2.178 0.430
H7 0.407 2.209 1.999
H8 2.005 -0.391 1.116
H9 1.420 0.185 2.650
H10 -0.616 -1.387 1.750
H11 1.061 -1.639 -0.447
H12 -0.379 -2.579 -0.191
H13 -1.606 0.796 1.226

From a Löwdin analysis of the wavefunction, the atomic charges in e read: number 1, C, carries -0.19; number 2, C, carries -0.18; number 3, C, carries -0.27; number 4, C, carries -0.16; number 5, C, carries -0.21; number 6, C, carries -0.25; number 7, C, carries -0.15; number 8, N, carries -0.03; number 9, H, carries 0.15; number 10, H, carries 0.15; number 11, H, carries 0.13; number 12, H, carries 0.07; number 13, H, carries 0.11; number 14, H, carries 0.12; number 15, H, carries 0.14; number 16, H, carries 0.12; number 17, H, carries 0.13; number 18, H, carries 0.07; number 19, H, carries 0.05; number 20, H, carries 0.13; number 21, H, carries 0.07

Most stable structure - *2*; separation to the second - 0.068 eV.

*1*
Formula: C4H14N2O
Source: the OMol25 dataset
Level of theory: ωB97M-V with the def2-TZVPD basis set

As for the spin multiplicity: 2. The LUMO energy (alpha / beta) is 4.063 / 3.863 eV. The HOMO energy (alpha / beta) is 1.182 / -5.212 eV. The orbital gap (alpha / beta) is 2.881 / 9.075 eV. As for the charge: -1. Its expectation value of S² is 0.75.

Cartesian coordinates (Å):
C1 -2.392 -0.056 -0.452
N1 -0.966 0.098 -0.702
C2 -0.347 1.252 -0.051
C3 1.165 1.118 -0.167
C4 1.771 -0.065 0.573
N2 1.775 0.229 2.028
H1 -2.982 0.832 -0.717
H2 -2.613 -0.224 0.606
H3 -2.824 -0.866 -1.039
H4 -0.941 0.309 -1.708
H5 -0.580 2.161 -0.637
H6 -0.745 1.444 0.938
H7 1.461 1.174 -1.213
H8 1.625 1.996 0.298
H9 1.250 -1.003 0.375
H10 2.808 -0.206 0.245
H11 2.530 -0.247 2.506
H12 0.925 -0.151 2.423
H13 -0.898 -2.123 -0.981
H14 0.245 -2.839 -1.577
O1 -0.265 -2.832 -0.750

From a Löwdin analysis of the wavefunction, the atomic charges in e read: number 1, C, carries -0.38; number 2, N, carries -0.16; number 3, C, carries -0.31; number 4, C, carries -0.26; number 5, C, carries -0.32; number 6, N, carries -0.02; number 7, H, carries 0.03; number 8, H, carries 0.06; number 9, H, carries 0.01; number 10, H, carries 0.01; number 11, H, carries 0.08; number 12, H, carries 0.10; number 13, H, carries 0.08; number 14, H, carries 0.09; number 15, H, carries 0.07; number 16, H, carries 0.09; number 17, H, carries 0.04; number 18, H, carries 0.05; number 19, H, carries -0.03; number 20, H, carries -0.02; number 21, O, carries -0.20

*2*
Formula: C4H14N2O
Source: the OMol25 dataset
Level of theory: ωB97M-V with the def2-TZVPD basis set

As for the spin multiplicity: 2. The LUMO energy (alpha / beta) is 3.441 / 3.452 eV. The HOMO energy (alpha / beta) is 1.122 / -6.162 eV. The orbital gap (alpha / beta) is 2.319 / 9.614 eV. As for the charge: -1. Its expectation value of S² is 0.75.

Cartesian coordinates (Å):
C1 1.967 0.040 1.652
C2 0.882 0.066 0.582
C3 0.894 1.420 -0.122
N1 1.146 -0.943 -0.460
C4 0.962 -2.299 -0.019
N2 -0.390 -2.777 0.364
H1 1.801 0.899 2.297
H2 2.948 0.079 1.196
H3 1.917 -0.823 2.323
H4 -0.086 -0.123 1.063
H5 0.231 1.317 -0.970
H6 1.903 1.569 -0.498
H7 0.503 2.220 0.498
H8 0.470 -0.751 -1.194
H9 1.555 -2.544 0.856
H10 1.325 -3.012 -0.754
H11 -1.080 -2.501 -0.329
H12 -0.683 -2.256 1.190
H13 -4.990 3.689 -3.155
H14 -5.694 2.902 -2.124
O1 -5.579 3.829 -2.395

From a Löwdin analysis of the wavefunction, the atomic charges in e read: number 1, C, carries -0.09; number 2, C, carries -0.53; number 3, C, carries -0.17; number 4, N, carries -0.05; number 5, C, carries -0.36; number 6, N, carries -0.03; number 7, H, carries 0.07; number 8, H, carries 0.07; number 9, H, carries 0.06; number 10, H, carries 0.09; number 11, H, carries 0.00; number 12, H, carries 0.07; number 13, H, carries 0.06; number 14, H, carries 0.07; number 15, H, carries 0.09; number 16, H, carries 0.09; number 17, H, carries 0.02; number 18, H, carries 0.03; number 19, H, carries -0.03; number 20, H, carries -0.04; number 21, O, carries -0.40

Most stable structure - *2*; separation to the second - 0.383 eV.